Below is C14H19Br4DyNO2S2 as an isolated structure at a distorted geometry, with properties calculated with wB97M-V/def2-TZVPD.

Its spin multiplicity is 6. Its net charge is +1. Its HOMO-LUMO gap (spin up / spin down) is 6.68 / 6.70 eV. The total energy comes out at -12727.3498 a.u. For the lowest unoccupied orbital energy (spin up / spin down), the calculation gives -2.99 / -2.97 eV. The HOMO energy (spin up / spin down) is -9.7 / -9.7 eV.

Positions of all 43 atoms, in Å:
Dy1 0.242567 -0.003490 0.111938
S1 -0.221569 1.246356 2.248208
S2 1.545304 -1.545735 -1.396329
C1 -1.553420 2.415934 2.002320
C2 1.281686 2.280786 2.193088
C3 1.999387 2.327913 0.853025
N1 2.265737 0.970655 0.375201
C4 2.968423 0.861107 -0.904149
C5 3.105842 -0.599760 -1.305554
H1 1.941733 1.862670 2.969750
H2 0.988126 3.284825 2.511987
H3 2.943248 2.875852 0.959873
H4 1.385074 2.845799 0.097214
H5 3.964977 1.313535 -0.817423
H6 2.402137 1.425312 -1.660770
H7 3.724746 -1.145751 -0.578862
H8 3.581491 -0.690488 -2.285385
C6 1.013229 -1.294094 -3.090456
H9 2.783524 0.453970 1.089865
H10 0.920933 -0.233138 -3.371521
H11 0.034119 -1.784999 -3.205189
H12 1.748776 -1.803716 -3.725127
H13 -2.488034 1.842465 1.903825
H14 -1.421886 3.048709 1.111806
H15 -1.599434 3.029103 2.912153
C7 0.530099 -2.542458 2.236199
C8 1.737530 -1.928089 2.431544
H16 0.425259 -3.340523 1.514890
H17 -0.335040 -2.262587 2.816134
H18 2.613099 -2.230959 1.867072
H19 1.847725 -1.145625 3.176112
Br1 -5.970571 -2.694227 -0.952887
C9 -4.437805 -1.608834 -1.006183
C10 -4.406905 -0.451719 -1.873005
Br2 -5.902444 -0.048151 -2.936754
C11 -3.265527 0.373731 -1.926770
Br3 -3.199791 1.891926 -3.052966
C12 -2.099586 0.096655 -1.128030
O1 -1.104880 0.904000 -1.243728
C13 -2.133527 -1.124608 -0.213467
O2 -1.189561 -1.504837 0.550658
C14 -3.327961 -1.930584 -0.200773
Br4 -3.336825 -3.436929 0.942467

Cartesian forces (eV/Å) of the 3 atoms listed first:
Dy -3.2 -0.9 -0.9
S 0.1 1.0 2.2
S 1.7 -1.6 -1.1